{"formula": "C43H59BBiBrN4P2S5", "method": "wB97M-V/def2-TZVPD", "elements": ["Bi", "C", "C", "C", "C", "P", "C", "N", "B", "N", "C", "P", "C", "C", "C", "C", "C", "C", "C", "C", "C", "C", "C", "C", "C", "C", "C", "C", "C", "C", "H", "H", "H", "H", "H", "H", "H", "H", "H", "H", "H", "H", "H", "H", "H", "H", "H", "H", "H", "H", "H", "H", "H", "H", "H", "H", "H", "H", "H", "H", "H", "H", "H", "H", "H", "H", "H", "H", "H", "H", "H", "H", "H", "H", "Br", "C", "C", "C", "C", "C", "C", "C", "C", "C", "C", "H", "H", "H", "H", "H", "H", "C", "S", "C", "C", "S", "S", "C", "S", "S", "H", "H", "H", "N", "C", "C", "C", "N", "C", "C", "H", "H", "H", "H", "H", "H"], "coordinates": [[-0.73657, 0.60869, -1.21414], [-1.77694, 4.52714, 2.56455], [-1.42244, 3.67001, 1.34823], [-0.34365, 4.40111, 0.53183], [-2.68524, 3.53899, 0.49142], [-0.66281, 1.97034, 1.68880], [-2.10129, 0.79316, 1.86420], [-1.66897, -0.56462, 1.53983], [-0.83468, -1.00180, 0.44498], [-0.71283, -2.42349, 0.58432], [-0.00519, -3.41362, -0.22547], [1.74140, -2.91480, -0.63827], [2.61573, -3.30486, 1.00379], [2.14411, -2.20115, 1.96930], [4.12044, -3.12452, 0.77380], [2.36555, -4.64922, 1.69636], [2.22020, -4.23629, -1.90385], [1.12781, -4.30517, -2.97792], [3.49384, -3.70714, -2.58458], [2.46937, -5.64996, -1.37710], [-1.49100, -2.81892, 1.67638], [-1.74397, -4.07938, 2.19681], [-2.57987, -4.18635, 3.30538], [-3.15394, -3.05927, 3.88292], [-2.90660, -1.79047, 3.36593], [-2.07190, -1.68062, 2.26527], [0.06530, 1.92729, 3.42651], [1.30099, 2.83669, 3.43246], [-0.86408, 2.27867, 4.59643], [0.55333, 0.47927, 3.61139], [-2.18790, 5.47642, 2.20487], [-2.53578, 4.05481, 3.18999], [-0.90986, 4.76175, 3.18005], [-0.69495, 5.40496, 0.27526], [0.58914, 4.50166, 1.09604], [-0.11352, 3.86681, -0.39597], [-2.95547, 4.53150, 0.11363], [-2.54259, 2.88700, -0.37225], [-3.53180, 3.16138, 1.07087], [-2.50129, 0.81039, 2.87604], [-2.89800, 1.11004, 1.18957], [0.01164, -4.35658, 0.31711], [-0.53997, -3.57493, -1.16013], [2.12290, -1.22610, 1.47826], [1.14488, -2.40517, 2.36017], [2.83263, -2.14258, 2.81957], [4.33230, -2.20347, 0.22443], [4.63747, -3.07466, 1.73786], [4.54478, -3.96186, 0.21602], [1.31302, -4.93977, 1.69112], [2.94509, -5.45783, 1.25933], [2.66417, -4.56430, 2.74691], [0.78968, -3.31568, -3.28734], [1.53578, -4.81538, -3.85707], [0.26008, -4.87752, -2.64171], [3.31247, -2.72393, -3.02701], [4.32779, -3.61194, -1.88841], [3.79847, -4.39217, -3.38387], [1.65399, -6.00264, -0.74159], [2.54333, -6.33838, -2.22686], [3.40336, -5.71983, -0.81966], [-1.31466, -4.96922, 1.75551], [-2.79301, -5.16521, 3.71478], [-3.80861, -3.16842, 4.73779], [-3.36495, -0.91802, 3.81509], [1.04333, 3.89069, 3.31975], [1.83277, 2.72411, 4.38255], [1.99035, 2.56808, 2.62606], [-0.87014, 3.34540, 4.80624], [-1.89671, 1.96484, 4.43778], [-0.50914, 1.76800, 5.49665], [1.17177, 0.14986, 2.77269], [1.15922, 0.42251, 4.52149], [-0.27227, -0.22730, 3.71808], [-1.01790, -1.22603, -3.13845], [1.55803, 1.20839, -4.05873], [2.23225, 1.12269, -5.24706], [3.60728, 0.81746, -5.27408], [4.27622, 0.67696, -4.09583], [3.59619, 0.72901, -2.85171], [4.33088, 0.60726, -1.64645], [3.69492, 0.67577, -0.44497], [2.28771, 0.76389, -0.41052], [1.51670, 0.83578, -1.54695], [2.18374, 0.91736, -2.80731], [1.70301, 1.33001, -6.16831], [4.12772, 0.74882, -6.22141], [5.35000, 0.52325, -4.08676], [5.40529, 0.46569, -1.70445], [4.25651, 0.61206, 0.48074], [1.79682, 0.73506, 0.55568], [3.12432, 4.14395, -1.72386], [2.49546, 4.31578, -3.41665], [0.77157, 4.28751, -3.09154], [-0.14741, 3.36647, -3.43115], [-0.12750, 1.75845, -4.16147], [-1.80684, 3.77530, -3.02717], [-1.52431, 5.30693, -2.27749], [-2.71348, 6.21699, -1.61598], [0.14038, 5.73467, -2.31633], [4.20256, 4.01771, -1.81413], [2.69554, 3.25280, -1.26664], [2.90756, 5.02921, -1.12927], [-7.98860, 0.77907, -1.23719], [-6.63047, 0.57597, -1.21768], [-5.77270, 1.32140, -2.03071], [-4.41235, 1.10384, -1.94096], [-3.84681, 0.22245, -1.11679], [-4.67302, -0.49389, -0.34916], [-6.04718, -0.35990, -0.35853], [-8.38385, 1.29945, -1.99905], [-8.58381, 0.08747, -0.81938], [-6.16574, 2.06241, -2.71728], [-3.73017, 1.67153, -2.57022], [-4.20194, -1.21537, 0.31397], [-6.66250, -0.97067, 0.29197]], "forces_ev_per_angstrom": [[0.28, 0.11, -0.20], [-0.07, 0.00, -0.04], [0.12, -0.05, 0.15], [-0.02, -0.02, 0.19], [-0.07, -0.06, 0.13], [-0.44, 0.07, 0.10], [0.11, -0.06, -0.03], [0.06, 0.02, 0.01], [-0.31, -0.04, 0.17], [-0.03, -0.05, -0.02], [0.03, 0.04, -0.02], [-0.09, -0.04, 0.13], [-0.04, 0.08, -0.02], [0.02, 0.00, -0.06], [0.01, -0.04, 0.02], [0.01, 0.03, 0.00], [0.11, 0.05, 0.03], [-0.02, -0.01, -0.01], [-0.01, 0.00, -0.04], [-0.04, -0.01, -0.06], [0.12, 0.01, -0.02], [0.00, -0.01, 0.08], [0.01, 0.03, -0.03], [0.02, 0.02, -0.04], [0.00, -0.04, 0.07], [0.01, 0.08, -0.06], [0.20, -0.11, -0.17], [0.01, -0.01, 0.02], [0.05, 0.01, 0.00], [0.01, 0.00, -0.02], [0.01, -0.03, 0.02], [0.02, 0.00, 0.01], [0.00, -0.01, 0.00], [0.02, -0.09, 0.11], [-0.02, -0.03, -0.04], [-0.03, -0.04, 0.17], [0.02, -0.28, 0.16], [-0.01, -0.03, 0.03], [0.04, -0.01, -0.01], [-0.04, -0.01, 0.04], [-0.02, -0.04, -0.01], [-0.11, -0.05, -0.04], [-0.02, 0.05, -0.04], [0.05, -0.05, 0.01], [0.04, 0.02, -0.03], [-0.03, -0.02, -0.01], [0.01, 0.01, 0.02], [-0.01, -0.01, -0.02], [-0.01, 0.04, 0.01], [0.04, 0.03, 0.05], [-0.01, -0.04, -0.04], [0.01, -0.02, -0.04], [0.01, -0.01, 0.01], [-0.02, 0.01, 0.04], [0.02, 0.04, -0.02], [0.01, -0.04, 0.00], [-0.01, 0.00, -0.02], [-0.02, 0.02, 0.05], [0.02, 0.00, -0.01], [0.03, 0.03, 0.04], [-0.02, 0.00, 0.04], [-0.03, 0.01, 0.00], [0.01, 0.01, 0.00], [0.01, 0.01, 0.00], [0.00, -0.02, -0.02], [0.00, -0.02, 0.00], [-0.01, 0.01, -0.02], [-0.02, 0.00, 0.04], [-0.03, 0.01, -0.01], [0.02, -0.04, 0.00], [0.00, 0.04, -0.02], [-0.06, 0.05, 0.08], [-0.02, 0.01, -0.02], [0.01, 0.03, 0.00], [-0.08, -0.30, 0.00], [-0.07, 0.08, 0.03], [0.00, -0.03, 0.04], [-0.06, 0.01, -0.01], [0.00, 0.01, 0.03], [-0.02, 0.00, 0.01], [0.04, 0.00, -0.07], [-0.05, 0.00, 0.05], [-0.03, -0.08, -0.03], [0.06, 0.04, 0.11], [0.16, -0.02, 0.03], [0.03, 0.04, 0.02], [-0.03, 0.02, 0.04], [-0.03, -0.03, 0.00], [-0.04, 0.03, 0.00], [-0.03, -0.01, -0.01], [0.01, -0.02, -0.01], [-0.03, -0.09, -0.06], [0.03, -0.13, 0.00], [0.00, 0.21, 0.04], [-0.09, -0.16, 0.02], [0.11, 0.28, -0.21], [0.01, 0.07, -0.01], [0.09, 0.08, -0.32], [0.01, 0.29, -0.24], [0.04, 0.17, -0.35], [-0.01, 0.02, 0.02], [0.05, 0.06, 0.00], [0.00, 0.00, 0.00], [0.09, 0.06, 0.07], [-0.05, 0.00, -0.03], [-0.02, 0.02, -0.01], [0.03, 0.00, -0.01], [-0.01, -0.09, 0.15], [0.06, 0.04, -0.03], [-0.01, -0.02, 0.01], [-0.01, -0.03, -0.03], [-0.01, -0.03, -0.02], [0.03, -0.03, 0.02], [-0.07, -0.05, 0.05], [-0.03, 0.02, -0.02], [0.04, 0.01, -0.01]], "mulliken_charge": [0.943, -2.014, 2.659, -1.628, -1.770, 0.828, -1.401, 0.762, 1.497, 0.383, -1.518, 0.983, 2.240, -1.876, -2.136, -1.741, 2.224, -1.903, -1.731, -1.944, 1.346, -1.112, -0.931, -0.927, -0.762, 0.045, 1.918, -1.794, -1.634, -2.258, 0.544, 0.326, 0.329, 0.700, 0.179, -0.245, 0.190, 0.150, 0.520, -0.024, -0.070, 0.034, 0.300, -0.374, 0.254, 0.812, 0.296, 0.499, 0.415, 0.199, 0.420, 0.457, 0.151, 0.593, 0.346, 0.233, 0.308, 0.519, 0.247, 0.537, 0.269, 0.584, 0.413, 0.422, 0.475, 0.352, 0.502, 0.119, 0.415, 0.181, 0.450, 0.220, 0.808, 0.261, -0.582, 0.871, -0.422, -0.912, -1.105, 1.207, -1.236, -1.030, 1.290, 0.127, -0.111, 0.440, 0.407, 0.440, 0.393, 0.466, -1.273, -0.420, -0.127, 0.072, 0.305, -0.226, 0.092, 0.177, -0.166, -0.166, 0.372, -0.199, 0.471, -0.509, 1.076, -0.777, -0.444, 0.139, -0.597, -0.851, 0.211, 0.208, 0.343, 0.226, 0.389, 0.362], "orbital_gap_ev": 7.61, "total_charge": 0, "homo_ev": -7.717}

=====

{"formula": "C43H59IrN8P2SSi2", "method": "wB97M-V/def2-TZVPD", "elements": ["Ir", "C", "C", "N", "N", "C", "N", "S", "C", "C", "C", "C", "C", "N", "H", "H", "H", "H", "H", "H", "H", "H", "H", "H", "C", "Si", "C", "C", "N", "P", "C", "P", "N", "Si", "C", "C", "C", "C", "C", "C", "C", "C", "C", "C", "C", "C", "C", "C", "C", "C", "C", "C", "C", "C", "C", "C", "C", "C", "C", "C", "C", "H", "H", "H", "H", "H", "H", "H", "H", "H", "H", "H", "H", "H", "H", "H", "H", "H", "H", "H", "H", "H", "H", "H", "H", "H", "H", "H", "H", "H", "H", "H", "H", "H", "H", "H", "H", "H", "H", "N", "C", "C", "N", "C", "C", "H", "H", "H", "H", "H", "H", "H", "H", "H", "H", "H"], "coordinates": [[-0.62931, -0.55932, 0.42751], [0.07309, 1.09318, 4.70551], [0.25369, 0.56658, 3.30911], [-0.60091, -0.22042, 2.72871], [-1.71331, -0.60262, 3.41371], [-2.84661, -1.04522, 2.83661], [-3.81591, -1.46882, 3.65911], [-3.05381, -1.11272, 1.17061], [1.43849, 1.01628, 2.59581], [2.13779, 2.13238, 3.05261], [3.42509, 2.43038, 2.56131], [3.89279, 1.77928, 1.47671], [2.97389, 0.90878, 0.69891], [1.92559, 0.32898, 1.52881], [-0.44911, 0.40328, 5.36591], [-0.49871, 2.02178, 4.68051], [1.03329, 1.29588, 5.16891], [-1.71711, -0.47682, 4.42511], [-3.78201, -1.29952, 4.65371], [-4.71461, -1.70752, 3.27101], [1.74779, 2.72888, 3.85491], [4.03459, 3.13488, 3.10021], [4.90319, 1.88848, 1.12341], [3.50839, 0.07388, 0.24141], [-3.14331, 4.21728, 0.22671], [-2.17561, 2.96388, 1.27611], [-0.77331, 3.90868, 2.17931], [-3.35711, 2.20618, 2.56731], [-1.40641, 1.72698, 0.29231], [-1.41771, 1.67978, -1.32369], [-0.96391, -0.02322, -1.63209], [0.71799, -0.39652, -1.56179], [1.55709, -0.92272, 1.22111], [2.60109, -2.12782, 1.96801], [2.36079, -3.86752, 1.23941], [4.44979, -1.70372, 1.80591], [2.21269, -2.10462, 3.84071], [1.14729, -1.80552, -2.59319], [0.32499, -2.17362, -3.65479], [0.67859, -3.24832, -4.45129], [1.83639, -3.96172, -4.17829], [2.64989, -3.60002, -3.11419], [2.31299, -2.51852, -2.32389], [2.03849, 0.80408, -1.66869], [2.29639, 1.71148, -0.50809], [3.16069, 2.86718, -0.89709], [3.83659, 2.91358, -2.06799], [3.69469, 1.90158, -3.03929], [2.76519, 0.89228, -2.83969], [-3.02011, 1.98608, -2.10529], [-4.05541, 1.09228, -1.85139], [-5.31651, 1.33838, -2.36459], [-5.54501, 2.48028, -3.11919], [-4.50781, 3.35918, -3.38839], [-3.24281, 3.11748, -2.88479], [-0.30981, 2.88498, -2.10839], [0.18609, 3.97068, -1.40029], [0.89849, 4.95178, -2.06739], [1.10059, 4.85358, -3.43379], [0.62099, 3.75778, -4.13599], [-0.07861, 2.76548, -3.47429], [-3.42701, 5.05728, 0.85291], [-2.54551, 4.60458, -0.59239], [-4.05171, 3.79918, -0.19269], [-1.00631, 4.01648, 3.23231], [0.20069, 3.43858, 2.08981], [-0.69981, 4.91418, 1.77741], [-3.98441, 2.99628, 2.96751], [-4.01611, 1.45868, 2.13901], [-2.83541, 1.76718, 3.41021], [2.25509, -3.87142, 0.16251], [3.24859, -4.43822, 1.49221], [1.51659, -4.38202, 1.68391], [4.80449, -1.69762, 0.77991], [4.70379, -0.75162, 2.26271], [5.02269, -2.46312, 2.32831], [1.17509, -2.31652, 4.07921], [2.82399, -2.84362, 4.34651], [2.46759, -1.14002, 4.26901], [-0.57001, -1.60212, -3.85489], [0.05999, -3.51822, -5.29279], [2.11429, -4.79132, -4.80619], [3.55079, -4.15842, -2.91239], [2.94409, -2.21432, -1.50129], [1.34469, 2.08678, -0.10259], [3.25409, 3.66478, -0.17749], [4.47729, 3.75268, -2.28799], [4.26289, 1.93668, -3.95289], [2.57049, 0.18798, -3.63699], [-3.86751, 0.21308, -1.24919], [-6.12291, 0.64688, -2.17199], [-6.53471, 2.69508, -3.48949], [-4.68171, 4.24358, -3.98279], [-2.44591, 3.81678, -3.09339], [0.00479, 4.05568, -0.33969], [1.27209, 5.80298, -1.52089], [1.62409, 5.63868, -3.95449], [0.77049, 3.68768, -5.20139], [-0.46961, 1.91038, -4.01049], [-1.00611, -6.31102, 0.29001], [-1.92021, -5.55542, 1.18361], [-1.41871, -4.10642, 1.27961], [-1.33081, -3.44462, -0.01009], [-0.58581, -4.23452, -0.97409], [-1.02621, -5.70642, -1.06689], [-1.26131, -7.30522, 0.24571], [-0.04841, -6.25212, 0.66161], [-1.94731, -6.01682, 2.17171], [-2.92401, -5.58922, 0.75161], [-0.42641, -4.08282, 1.73931], [-2.09761, -3.54472, 1.92171], [-2.25921, -3.24022, -0.37079], [0.47149, -4.19032, -0.70539], [-0.69951, -3.78172, -1.95869], [-0.35041, -6.25542, -1.72359], [-2.04001, -5.79302, -1.46329]], "forces_ev_per_angstrom": [[2.07, 0.76, 1.60], [-0.10, -0.16, 0.06], [-1.08, -0.50, 0.14], [0.14, 0.47, -1.03], [-0.28, -0.12, 1.28], [0.01, -0.16, -0.30], [0.22, 0.24, 0.11], [0.29, 0.19, -0.45], [0.84, 1.36, 0.35], [-1.05, -1.09, -0.16], [0.70, -0.25, -0.75], [-0.46, 0.07, 0.60], [0.21, -0.64, 0.98], [1.67, 0.22, -0.27], [0.06, -0.03, 0.04], [-0.07, 0.07, -0.03], [-0.04, -0.07, 0.02], [0.07, -0.02, -0.37], [-0.02, -0.05, -0.01], [0.02, 0.05, -0.06], [-0.15, 0.03, 0.14], [0.18, 0.10, 0.09], [0.19, 0.13, -0.14], [-0.08, 0.22, 0.17], [0.38, -0.61, 0.37], [-0.01, 0.20, 0.37], [-0.67, -0.29, -0.28], [0.44, 0.33, -0.50], [0.29, -0.51, -0.51], [-0.23, -0.46, 0.10], [0.88, 0.28, -0.32], [-2.29, -0.05, -0.05], [-1.67, -0.33, -1.13], [0.26, -0.63, 0.81], [-0.06, 0.71, 0.33], [-0.80, 0.02, -0.09], [0.19, -0.14, -0.88], [0.18, 0.11, 0.46], [-0.06, 0.27, 0.01], [0.02, -0.02, -0.02], [-0.06, 0.01, 0.01], [0.15, -0.13, 0.03], [-0.12, 0.10, -0.01], [-0.11, 0.29, 0.81], [-0.24, 1.03, -2.10], [-0.58, -0.66, 0.00], [0.28, 0.24, -0.11], [-0.33, 0.03, 0.59], [0.01, -0.54, 0.03], [0.56, 0.11, 0.14], [-0.03, 0.02, -0.02], [0.01, -0.06, 0.11], [0.04, 0.07, 0.00], [-0.08, 0.09, -0.05], [-0.05, -0.12, 0.00], [-0.41, -0.44, 0.09], [-0.08, -0.02, -0.13], [-0.01, 0.12, 0.01], [0.02, 0.06, 0.01], [0.04, -0.08, -0.11], [0.05, 0.10, 0.04], [0.00, 0.17, 0.21], [0.11, 0.12, -0.13], [-0.17, -0.13, -0.07], [-0.03, 0.08, 0.33], [0.04, -0.11, -0.09], [0.05, 0.24, -0.07], [-0.11, 0.22, 0.09], [-0.11, -0.09, -0.17], [0.19, -0.10, 0.20], [0.06, 0.05, -0.26], [0.20, -0.11, 0.04], [-0.15, -0.09, 0.11], [0.07, -0.01, -0.25], [0.01, 0.16, 0.09], [0.04, -0.22, 0.15], [-0.24, -0.08, -0.06], [0.17, -0.18, 0.16], [0.09, 0.24, 0.08], [-0.10, 0.02, 0.02], [-0.06, -0.04, -0.09], [0.05, -0.15, -0.11], [0.12, -0.05, 0.01], [0.15, -0.01, 0.10], [0.17, -0.12, 0.19], [0.12, 0.10, 0.09], [0.09, 0.12, 0.02], [0.07, 0.07, -0.20], [0.07, -0.09, -0.02], [-0.03, -0.07, -0.01], [-0.07, -0.04, 0.02], [-0.11, -0.04, -0.09], [-0.06, 0.05, -0.05], [0.00, 0.03, 0.02], [-0.06, 0.02, 0.15], [0.06, 0.16, 0.04], [0.09, 0.11, -0.09], [0.06, 0.01, -0.15], [-0.06, -0.02, -0.13], [0.17, -0.48, 0.03], [-0.29, 0.67, 0.69], [-0.18, -0.17, -0.07], [-0.01, -0.04, -0.09], [-0.09, -0.27, -0.10], [0.22, 0.62, -0.80], [0.08, 0.20, 0.06], [-0.19, -0.15, -0.04], [0.08, -0.13, -0.13], [0.15, -0.11, -0.02], [-0.10, -0.05, 0.07], [0.06, -0.09, -0.01], [0.07, 0.13, 0.10], [-0.02, -0.06, -0.10], [0.11, -0.10, 0.03], [-0.03, -0.09, 0.12], [0.03, -0.08, 0.15]], "mulliken_charge": [3.539, -2.060, 0.769, 0.290, -0.379, 0.271, -0.391, -0.499, 0.276, -0.707, -1.148, -1.661, -0.059, 1.370, 0.635, 0.148, 0.619, 0.159, 0.176, 0.269, 0.640, 0.609, 0.643, 0.255, -1.180, 0.486, -0.911, -1.321, -0.347, 0.938, -1.989, 1.574, -0.704, -0.122, -0.983, -1.259, -1.200, 0.665, -0.983, -0.572, -0.734, -0.709, -0.644, 0.481, 2.334, -1.038, -1.086, -0.899, -0.647, 0.863, -0.676, -0.778, -0.696, -0.759, -0.299, 1.083, -0.469, -0.533, -0.784, -0.975, -0.408, 0.525, 0.316, 0.304, 0.435, -0.130, 0.609, 0.599, 0.259, 0.274, 0.143, 0.557, 0.212, 0.393, 0.315, 0.526, 0.267, 0.558, 0.270, 0.414, 0.482, 0.473, 0.497, 0.610, -1.298, 0.597, 0.515, 0.488, 0.566, 0.192, 0.479, 0.425, 0.465, 0.280, -0.024, 0.506, 0.453, 0.522, 0.523, 0.031, -1.121, 0.245, -0.014, 0.299, -1.143, 0.385, 0.341, 0.457, 0.403, -0.145, -0.032, 0.483, -0.323, 0.203, 0.475, 0.380], "orbital_gap_ev": [4.52, 5.20], "s2": 1.12, "total_charge": 3, "homo_ev": [-14.020, -14.144], "spin_multiplicity": 2}

=====

Number 1: DFT total energy -7380.189928 Eh. Number 2: DFT total energy -3875.246189 Eh.